# 1
C67H104N10O11 | ωB97M-V with the def2-TZVPD basis set

The geometry in ORCA input format:
```
! wB97M-V def2-TZVPD RIJCOSX def2/J DEFGRID3
* xyz 1 2
C 5.246 -1.172 2.058
C 6.539 -0.670 1.800
C 6.837 0.616 2.040
C 5.916 1.534 2.484
C 4.580 1.096 2.731
C 4.277 -0.278 2.512
C 3.474 2.032 3.233
O 2.420 1.512 3.718
C 3.683 3.412 2.848
C 2.550 4.185 2.614
C 2.702 5.456 2.176
C 4.003 6.041 1.804
C 5.115 5.211 2.011
C 4.985 3.948 2.572
C 6.185 3.031 2.558
O 7.321 3.540 2.546
H 5.028 -2.213 1.873
H 7.297 -1.367 1.475
H 7.850 0.892 1.785
H 3.278 -0.687 2.541
H 1.563 3.942 2.980
H 1.781 5.959 1.919
H 3.959 6.981 1.274
H 6.101 5.585 1.776
C -5.279 -8.715 7.778
C -4.330 -8.659 8.827
C -3.025 -8.232 8.678
C -2.602 -7.771 7.465
C -3.462 -7.831 6.382
C -4.709 -8.380 6.533
C -2.914 -7.317 4.956
O -3.444 -7.669 3.989
C -1.679 -6.473 4.886
C -1.363 -5.691 3.737
C -0.109 -5.010 3.689
C 0.710 -5.019 4.872
C 0.322 -5.787 5.969
C -0.898 -6.396 6.070
C -1.238 -7.141 7.297
O -0.500 -7.017 8.348
H -6.291 -9.044 7.958
H -4.702 -8.829 9.826
H -2.518 -8.272 9.631
H -5.376 -8.310 5.686
H -2.022 -5.591 2.888
H 0.306 -4.370 2.925
H 1.639 -4.479 4.983
H 1.039 -5.879 6.771
C -7.553 1.907 -1.371
O -7.960 3.065 -1.493
N -6.782 1.379 -0.496
N -7.945 0.929 -2.202
H -6.303 2.084 0.046
H -6.421 0.564 -0.970
H -7.574 -0.007 -2.131
H -8.876 1.181 -2.503
C -3.179 -0.089 -3.687
O -3.554 -1.062 -3.056
N -3.865 0.475 -4.642
N -2.146 0.571 -3.303
H -3.508 1.393 -4.863
H -4.733 0.020 -4.886
H -1.745 0.271 -2.426
H -1.750 1.214 -3.974
C 3.622 -4.454 0.056
O 3.290 -3.889 1.066
N 3.760 -5.697 -0.112
N 3.991 -3.726 -0.992
H 4.160 -6.162 -0.915
H 3.468 -6.111 0.761
H 4.206 -4.156 -1.880
H 4.055 -2.723 -0.884
C 2.000 1.046 -5.363
C 2.846 2.329 -4.921
C 3.530 2.857 -6.230
C 4.175 4.266 -5.981
C 3.068 5.125 -5.537
C 2.354 4.760 -4.207
N 1.875 3.360 -4.299
O 1.229 2.944 -3.076
C 3.167 5.119 -2.983
C 1.077 5.583 -4.063
C 3.983 1.853 -4.013
H 2.641 0.203 -5.623
H 1.380 1.188 -6.248
H 1.324 0.687 -4.587
H 4.319 2.188 -6.574
H 2.774 2.913 -7.013
H 4.645 4.659 -6.883
H 5.003 4.275 -5.272
H 2.247 5.196 -6.250
H 3.494 6.124 -5.441
H 2.722 5.075 -1.989
H 3.860 4.290 -2.842
H 3.722 6.050 -2.865
H 0.533 5.583 -5.008
H 0.491 5.222 -3.219
H 1.264 6.647 -3.921
H 3.594 1.834 -2.995
H 4.789 2.578 -4.129
H 4.447 0.898 -4.259
H 1.907 3.086 -2.410
C -3.082 1.459 -0.007
C -1.972 0.525 0.443
C -2.535 -0.907 0.483
C -1.475 -1.952 0.598
C -0.462 -1.804 -0.538
C 0.243 -0.433 -0.520
N -0.866 0.609 -0.522
O -0.319 1.860 -0.668
C 1.170 -0.324 0.702
C 1.135 -0.326 -1.866
C -1.652 1.019 1.857
H -2.798 2.511 -0.039
H -3.977 1.408 0.612
H -3.391 1.271 -1.035
H -3.217 -1.007 1.328
H -3.058 -1.105 -0.452
H -2.095 -2.848 0.625
H -0.980 -2.195 1.538
H -0.930 -1.984 -1.505
H 0.235 -2.636 -0.432
H 0.718 -0.674 1.630
H 2.075 -0.924 0.609
H 1.457 0.726 0.746
H 1.724 -1.237 -1.976
H 0.518 -0.362 -2.765
H 1.857 0.477 -2.012
H -2.597 1.122 2.390
H -1.034 1.899 1.676
H -0.859 0.503 2.398
H 0.127 1.926 0.180
C -0.095 10.254 -0.288
C -0.590 9.134 0.661
C -1.604 9.727 1.703
C -2.588 8.657 2.237
C -3.105 7.693 1.161
C -1.925 7.027 0.340
N -1.123 8.115 -0.245
O -0.058 7.567 -1.014
C -0.955 6.130 1.190
C -2.652 6.191 -0.896
C 0.825 8.657 1.381
H -0.305 11.244 0.118
H -0.635 10.217 -1.234
H 0.954 10.258 -0.584
H -1.080 10.069 2.596
H -2.005 10.479 1.025
H -3.374 9.098 2.851
H -2.182 8.129 3.100
H -3.812 8.285 0.581
H -3.600 6.825 1.596
H -0.942 6.550 2.196
H -1.309 5.099 1.222
H 0.004 5.936 0.710
H -1.870 5.803 -1.549
H -3.223 5.333 -0.543
H -3.409 6.825 -1.358
H 0.604 7.848 2.077
H 1.363 9.443 1.911
H 1.641 8.164 0.853
H -0.564 7.267 -1.773
C 0.681 -8.585 -2.052
C -0.656 -8.382 -1.226
C -0.347 -7.773 0.246
C -0.164 -6.262 0.123
C -1.380 -5.609 -0.523
C -1.595 -6.055 -1.992
N -1.678 -7.532 -2.007
O -1.842 -7.989 -3.344
C -3.036 -5.447 -2.294
C -0.476 -5.398 -2.888
C -1.222 -9.823 -1.078
H 1.261 -7.701 -2.317
H 0.354 -9.256 -2.846
H 1.356 -9.225 -1.484
H -1.187 -8.041 0.886
H 0.609 -8.186 0.566
H 0.731 -6.054 -0.462
H 0.068 -5.867 1.112
H -1.161 -4.547 -0.630
H -2.279 -5.726 0.081
H -3.050 -4.372 -2.120
H -3.079 -5.705 -3.352
H -3.831 -5.985 -1.778
H 0.433 -5.997 -2.838
H -0.792 -5.443 -3.930
H -0.292 -4.343 -2.686
H -0.760 -10.514 -0.373
H -1.046 -10.410 -1.979
H -2.304 -9.742 -0.973
H -1.025 -8.265 -3.766
*
```

Its largest force on an atom is 5.67 eV Å⁻¹. The value obtained for the lowest unoccupied orbital energy (spin up / spin down) is -0.1156 / -0.2578 hartree. The expectation value of S² is 0.7544. The value obtained for the HOMO energy (spin up / spin down) is -0.34600 / -0.34600 hartree.



# 2
C7H16InNO5 | ωB97M-V with the def2-TZVPD basis set

The geometry in ORCA input format:
```
! wB97M-V def2-TZVPD RIJCOSX def2/J DEFGRID3
* xyz 2 1
In -0.339 1.284 0.063
O -2.102 3.022 -3.101
C -1.557 2.614 -1.974
O -0.477 3.145 -1.613
O -1.882 1.545 -1.481
H -1.394 3.665 -3.186
C 3.594 0.860 -0.710
O 2.376 0.868 0.159
C 2.611 -0.061 1.218
C 1.418 -0.545 1.970
N 0.298 -0.812 1.017
C -0.869 -1.427 1.634
C -1.944 -1.762 0.663
O -2.241 -0.594 -0.050
C -3.051 -0.840 -1.184
H 3.539 1.444 -1.629
H 3.961 -0.113 -1.036
H 4.490 1.332 -0.307
H 3.293 0.439 1.906
H 3.070 -0.961 0.809
H 1.088 0.149 2.743
H 1.704 -1.441 2.521
H 0.677 -1.345 0.248
H -1.239 -0.800 2.446
H -0.542 -2.310 2.183
H -2.823 -2.152 1.176
H -1.805 -2.587 -0.035
H -2.385 -1.146 -1.991
H -3.603 0.088 -1.333
H -3.867 -1.560 -1.127
*
```

Its largest force on an atom is 4.60 eV Å⁻¹. The value obtained for the lowest unoccupied orbital energy is -0.4234 hartree. The value obtained for the HOMO energy is -0.64740 hartree.



# 3
C32H51Br2ClN2O5S2Si2Ti | ωB97M-V with the def2-TZVPD basis set

The geometry in ORCA input format:
```
! wB97M-V def2-TZVPD RIJCOSX def2/J DEFGRID3
* xyz -2 3
Ti 0.560 2.473 0.679
C 1.244 5.261 -1.249
C 1.321 5.560 0.218
C 1.652 6.810 0.683
C 1.714 7.095 2.056
C 1.412 6.055 2.971
C 1.415 6.153 4.377
Br 1.868 7.817 5.210
C 1.106 5.093 5.203
C 0.772 3.872 4.635
Br 0.333 2.405 5.759
C 0.736 3.686 3.249
O 0.425 2.545 2.669
C 1.075 4.789 2.430
N 1.040 4.529 1.072
H 1.621 6.101 -1.833
H 0.211 5.062 -1.552
H 1.832 4.371 -1.485
H 1.875 7.584 -0.043
H 1.984 8.078 2.415
H 1.121 5.207 6.277
C -3.959 5.374 -3.127
Si -4.060 3.590 -2.537
C -5.070 3.535 -0.965
C -5.011 2.595 -3.825
C -2.316 2.906 -2.457
C -1.752 2.444 -3.640
C -0.465 1.929 -3.691
C 0.271 1.916 -2.524
N -0.224 2.388 -1.385
C -1.494 2.844 -1.306
S -1.925 3.268 0.303
H -4.956 5.803 -3.271
H -3.416 5.443 -4.074
H -3.429 5.985 -2.391
H -6.085 3.884 -1.186
H -4.636 4.167 -0.189
H -5.131 2.520 -0.565
H -6.026 2.991 -3.931
H -5.088 1.549 -3.515
H -4.540 2.619 -4.812
H -2.340 2.464 -4.554
H -0.050 1.530 -4.607
H 1.281 1.525 -2.470
Cl 2.785 1.932 0.081
C 1.908 -1.604 3.102
C 2.292 -2.517 1.944
C 3.276 -1.805 1.025
C 2.903 -3.815 2.474
O 1.081 -2.854 1.267
Si 0.782 -3.226 -0.319
S 0.739 -1.681 -1.646
O -0.708 -3.968 -0.250
C -1.242 -4.942 0.625
C -2.434 -5.545 -0.115
C -1.725 -4.276 1.914
C -0.230 -6.041 0.944
O 1.894 -4.444 -0.640
C 2.465 -4.913 -1.851
C 3.135 -6.240 -1.497
C 1.374 -5.141 -2.895
C 3.512 -3.934 -2.374
H 2.784 -1.364 3.711
H 1.166 -2.095 3.736
H 1.493 -0.669 2.724
H 4.161 -1.511 1.595
H 2.833 -0.904 0.597
H 3.587 -2.461 0.208
H 3.849 -3.615 2.986
H 3.082 -4.500 1.644
H 2.219 -4.290 3.183
H -3.146 -4.756 -0.364
H -2.937 -6.300 0.498
H -2.094 -6.008 -1.044
H -2.478 -3.516 1.684
H -0.886 -3.796 2.419
H -2.170 -5.020 2.582
H 0.141 -6.490 0.020
H -0.698 -6.815 1.558
H 0.624 -5.627 1.483
H 2.387 -6.962 -1.158
H 3.851 -6.083 -0.687
H 3.661 -6.653 -2.363
H 0.600 -5.793 -2.480
H 1.791 -5.610 -3.791
H 0.914 -4.188 -3.166
H 4.320 -3.828 -1.646
H 3.057 -2.957 -2.540
H 3.938 -4.300 -3.314
C -2.242 -0.427 0.402
C -1.113 -0.213 1.392
O 0.079 0.312 0.780
H -3.121 -0.818 0.924
H -1.941 -1.147 -0.361
H -2.519 0.516 -0.070
H -0.850 -1.157 1.871
H -1.386 0.507 2.161
H 0.347 -0.268 0.017
*
```

Its largest force on an atom is 0.86 eV Å⁻¹. The value obtained for the lowest unoccupied orbital energy (spin up / spin down) is 0.1484 / 0.1480 hartree. The expectation value of S² is 2.0245. The value obtained for the HOMO energy (spin up / spin down) is -0.00312 / -0.08668 hartree.



# 4
C2H7N2O | ωB97M-V with the def2-TZVPD basis set

The geometry in ORCA input format:
```
! wB97M-V def2-TZVPD RIJCOSX def2/J DEFGRID3
* xyz -1 3
C -0.125 -1.096 -0.239
C 0.200 -0.134 -1.280
N 0.247 1.527 0.061
N -0.246 1.173 1.202
O 0.242 0.521 2.263
H -0.190 -2.162 -0.500
H 0.495 -0.909 0.684
H -1.224 -1.101 0.173
H 1.084 -0.373 -1.739
H -0.573 0.057 -1.907
H 1.319 1.617 0.220
H -1.229 0.881 1.062
*
```

Its largest force on an atom is 5.31 eV Å⁻¹. The value obtained for the lowest unoccupied orbital energy (spin up / spin down) is 0.1735 / 0.1693 hartree. The expectation value of S² is 2.0088. The value obtained for the HOMO energy (spin up / spin down) is 0.01113 / -0.12434 hartree.



For each record above, in turn, the calculated DFT total energy values are -108573.0241 -24399.7988 -260392.7576 -7208.6164 eV.